w | Below is one molecule with the formula C8H11NO2, with properties calculated with ωB97M-V/def2-TZVPD.

Each line ends with the Löwdin charge.
Geometry (Å):
1 C -2.0489 -1.2707 -1.4992  -0.04
2 C -0.7685 -0.4117 -1.1337  -0.31
3 C 0.0189 -1.0516 0.0152  -0.13
4 C 1.5107 -0.5606 0.2004  -0.09
5 C 1.7390 0.3489 1.3943  -0.29
6 O 2.7885 0.3215 2.3147  0.06
7 C 0.7049 1.2622 1.4780  0.00
8 C -0.5049 1.5765 0.5278  -0.08
9 C -0.4727 2.0027 -0.8393  -0.52
10 O -0.0842 2.8085 -1.6239  0.14
11 N -1.3315 0.9641 -0.7578  0.14
12 H -2.5057 -1.0175 -2.4232  0.06
13 H -2.7399 -1.3927 -0.7208  0.06
14 H -1.6385 -2.2841 -1.6731  0.08
15 H -0.0648 -0.3259 -1.9603  0.14
16 H -0.0417 -2.0682 -0.2987  0.10
17 H -0.5573 -0.6797 0.8535  0.11
18 H 2.1003 -1.4021 0.4119  0.09
19 H 1.8391 0.0071 -0.6696  0.13
20 H 2.7468 -0.5315 2.6497  0.06
21 H 0.6608 1.7597 2.4502  0.11
22 H -1.3505 1.9451 1.3041  0.18

Computed properties:
LUMO: 0.534 eV
M: 153.2 g mol⁻¹
SMILES: C[C@@H]1CCC(O)=C[C@H]2C(=O)N12
HOMO level: -8.8 eV
HOMO-LUMO gap: 9.28 eV

---

x | Below is C8H11NO2 as an isolated structure, with properties calculated with ωB97M-V/def2-TZVPD.

Each line ends with the Löwdin charge.
Geometry (Å):
1 C 3.0016 -0.1097 -0.8218  -0.09
2 C 2.7445 0.8457 0.1388  -0.08
3 C 0.8408 -0.2173 -0.3024  -0.31
4 C -1.4404 0.6553 -0.3600  -0.44
5 C -1.1131 2.0364 0.3149  0.01
6 C -1.0550 -0.7825 1.6896  0.11
7 C -0.8471 -1.7911 -1.0642  -0.03
8 C -0.5398 -0.5354 -0.2235  -0.28
9 N 1.7993 -0.7524 -1.0104  0.12
10 O -2.3670 0.4781 -1.0952  0.08
11 O 1.4158 0.8050 0.4715  0.02
12 H 3.9489 -0.3336 -1.2605  0.10
13 H 3.4020 1.5821 0.4631  0.09
14 H -0.6704 2.6610 -0.4660  0.09
15 H -0.6997 1.8135 1.2751  0.04
16 H -2.1861 2.4231 0.4293  0.11
17 H -1.9819 -1.3052 1.5045  0.05
18 H -0.8990 0.1819 2.1810  0.04
19 H -0.2461 -1.5217 1.9696  0.08
20 H -1.9799 -1.7433 -1.2471  0.10
21 H -0.6248 -2.7016 -0.5014  0.09
22 H -0.5026 -1.6883 -2.0845  0.08

Computed properties:
LUMO: 0.596 eV
M: 153.2 g mol⁻¹
HOMO level: -8.6 eV
HOMO-LUMO gap: 9.18 eV

---

It is x that is most stable; the runner-up trails by 1.570 eV.

---

w | Below is a 2-piece molecular cluster, C2H4O2S overall, with properties calculated with ωB97M-V/def2-TZVPD.

Each line ends with the Löwdin charge.
Geometry (Å):
1 C 1.0003 0.2815 1.2208  -0.19
2 C -0.9567 0.4113 -1.1521  -0.27
3 O 0.0263 -2.0129 -0.5660  -0.56
4 O 0.0139 0.0866 1.8396  -0.04
5 S -1.1270 -1.0667 -0.4399  0.91
6 H 1.0843 -0.0131 0.0992  0.06
7 H 1.9633 0.5898 1.8091  0.11
8 H -1.8363 0.9325 -1.2166  -0.01
9 H -0.1679 0.7909 -1.5941  -0.03

Computed properties:
LUMO: -0.229 eV
M: 92.1 g mol⁻¹
HOMO level: -9.8 eV
HOMO-LUMO gap: 9.54 eV

---

x | Below is a 2-piece molecular cluster, C2H4O2S overall, with properties calculated with ωB97M-V/def2-TZVPD.

Each line ends with the Löwdin charge.
Geometry (Å):
1 C 1.5856 -0.0817 0.0265  -0.68
2 C 0.4138 -0.8803 0.2713  -0.14
3 O -0.0840 2.1991 0.0713  -0.13
4 O 1.1814 1.8500 -0.2003  -0.26
5 S 3.1561 -0.2754 0.0373  0.80
6 H -0.2256 -0.2984 1.0069  0.12
7 H 0.7023 -1.9379 0.2838  0.09
8 H -0.1505 -0.9036 -0.6728  0.10
9 H -0.4532 2.4490 -0.7919  0.10

Computed properties:
LUMO: -0.340 eV
M: 92.1 g mol⁻¹
HOMO level: -8.6 eV
HOMO-LUMO gap: 8.28 eV

---

It is w that is most stable; the runner-up trails by 2.424 eV.